(1)
ORCA calculation (ωB97M-V/def2-TZVPD) on C22H30FNO6PRuS2 as an isolated structure in a non-equilibrium geometry.

## Properties
LUMO (spin up / spin down)   -0.169 / -0.255 eV
Spin multiplicity   2
Gap between HOMO and LUMO (spin up / spin down)   7.76 / 7.75 eV
Energy above the lowest of the compared OMol25 structures with the same formula, charge and spin   33.64 kcal per mole
Molecular weight   619.7 g/mol

Cartesian coordinates (Å):
Ru -0.08848 -0.09825 0.40159
C 4.36259 -2.54651 2.93383
C 2.94412 -2.07492 3.17605
O 2.94435 -0.64116 3.28945
P 2.14717 0.28532 2.24591
S 0.20372 0.29665 2.86101
S 2.56089 -0.25608 0.37203
O 2.82466 1.68628 2.50974
C 2.62279 2.41306 3.74150
C 1.74519 3.62081 3.48917
H 4.41217 -3.63628 2.96065
H 5.02395 -2.14078 3.69929
H 4.70325 -2.19788 1.95893
H 2.53891 -2.46667 4.10987
H 2.28799 -2.37926 2.36100
H 3.61914 2.70394 4.07134
H 2.18241 1.75566 4.49366
H 2.24823 4.33294 2.83620
H 1.51342 4.10769 4.43785
H 0.81718 3.31256 3.00991
C 1.38971 4.40964 -5.87088
C -0.04218 3.93870 -5.61642
C -0.75489 3.50040 -6.89034
C -0.10890 2.24683 -7.46833
C -0.00764 1.17676 -6.41297
C 0.03963 -0.15391 -6.77064
C 0.12456 -1.13697 -5.79345
F 0.15955 -2.42591 -6.18293
C 0.17308 -0.82726 -4.46359
C 0.12229 0.51438 -4.07304
C 0.20511 0.83781 -2.64125
O 0.38424 -0.08978 -1.83043
C 0.10185 2.22455 -2.32274
C -0.01327 3.13445 -3.33004
N -0.04683 2.84016 -4.64151
C 0.02791 1.52102 -5.04806
C 0.14509 2.80989 -0.91702
O 0.28528 4.02366 -0.82648
O 0.01336 2.01973 0.07428
H 1.39180 5.20344 -6.61868
H 2.01442 3.58984 -6.22645
H 1.83070 4.79514 -4.95169
H -0.60528 4.75706 -5.16626
H -0.72798 4.31654 -7.61204
H -1.80211 3.28935 -6.66026
H 0.88646 2.47757 -7.85719
H -0.69780 1.87547 -8.30734
H 0.01070 -0.43626 -7.81555
H 0.25299 -1.59094 -3.70371
H -0.07168 4.18227 -3.06135
C -2.10897 -0.60223 -0.18415
H -2.66347 -0.44208 0.74154
H -2.21203 -1.63122 -0.52558
H -2.42756 0.09374 -0.95773
C -1.25088 -4.21636 0.61490
C -0.09623 -3.30268 0.33460
C 0.73167 -3.54982 -0.88827
O 0.12357 -2.34309 1.05264
H -0.95945 -5.26453 0.54558
H -2.02077 -4.03544 -0.13950
H -1.66363 -3.99709 1.59676
H 0.82954 -4.60973 -1.11556
H 1.70608 -3.07686 -0.77750
H 0.22381 -3.06136 -1.72606

Atomic partial charges in e from the Löwdin method, atoms 1 to 5: 0.909, -0.075, -0.307, -0.340, -0.083


(2)
ORCA calculation (ωB97M-V/def2-TZVPD) on a 2-piece molecular cluster, C18H20BrNO2S overall in a non-equilibrium geometry.

## Properties
LUMO   -2.044 eV
Spin multiplicity   1
Gap between HOMO and LUMO   3.29 eV
Energy above the lowest of the compared OMol25 structures with the same formula, charge and spin   78.08 kcal per mole
Molecular weight   394.3 g/mol

Cartesian coordinates (Å):
C 2.22665 4.18507 2.57877
C 2.52315 2.82707 3.22821
C 1.57874 1.82017 2.56636
N 1.10546 2.48941 1.34655
C 0.26153 1.89742 0.52847
C -0.11193 2.44729 -0.74620
C 0.83333 3.08453 -1.59817
C 0.40565 3.72067 -2.75899
C -0.94994 3.70442 -3.11769
C -1.87700 3.01519 -2.32278
C -1.46555 2.36806 -1.16232
C 1.55527 3.88400 1.23060
H 1.51927 4.74625 3.19761
H 3.12289 4.79217 2.44155
H 3.55657 2.52422 3.03699
H 2.36065 2.83916 4.30655
H 2.06655 0.86671 2.31336
H 0.72683 1.58343 3.22547
H -0.24512 0.99549 0.89702
H 1.89596 3.05389 -1.34409
H 1.13803 4.22763 -3.38867
H -1.27702 4.22201 -4.02030
H -2.92868 2.98958 -2.61099
H -2.17024 1.82154 -0.52842
H 0.72748 4.58118 1.02683
H 2.27978 4.00390 0.41040
Br -0.69473 -1.98117 1.62756
C -1.27267 -1.81467 -0.11052
S -0.61594 -2.78212 -1.36606
C -0.94089 -4.50004 -0.89616
C -0.02291 -5.17238 -0.09138
C -0.29965 -6.47884 0.31818
C -1.49240 -7.10218 -0.06314
C -2.41324 -6.40729 -0.85346
C -2.14180 -5.10187 -1.27292
O -1.43804 -2.49235 -2.52581
O 0.82378 -2.72190 -1.45522
H -1.76889 -0.90169 -0.41675
H 0.90445 -4.68445 0.20312
H 0.42320 -7.00391 0.94158
H -1.70737 -8.12111 0.26258
H -3.35166 -6.87486 -1.14877
H -2.84958 -4.54958 -1.88897

Atomic partial charges in e from the Löwdin method, atoms 1 to 5: -0.145, -0.147, -0.103, -0.030, 0.076


(3)
ORCA calculation (ωB97M-V/def2-TZVPD) on an isolated ion of composition C6H14NO and charge -1 in a non-equilibrium geometry.

## Properties
SMILES   CCCN[C@H](C)C[O-]
LUMO   3.936 eV
Spin multiplicity   1
Gap between HOMO and LUMO   6.66 eV
Energy above the lowest of the compared OMol25 structures with the same formula, charge and spin   23.32 kcal per mole
Molecular weight   116.2 g/mol
Charge   -1

Cartesian coordinates (Å):
C 1.86038 0.95846 -0.58099
C 1.77918 1.48302 0.86206
C 1.33599 -0.50241 -0.72394
N 0.26012 -0.85515 0.19176
C -1.57728 0.69770 0.70509
C -1.04413 -0.41754 -0.22903
C -1.96778 -1.75917 -0.23259
O -1.25126 -2.87481 -0.10828
H 1.26196 1.53918 -1.29355
H 2.88105 0.94519 -0.98936
H 2.72003 1.93380 1.19046
H 1.43438 0.69551 1.52895
H 1.00526 2.24059 0.88266
H 2.16621 -1.18680 -0.59125
H 0.90945 -0.57052 -1.73432
H 0.16001 -1.88915 0.14422
H -1.11908 0.61417 1.68151
H -2.63622 0.50460 0.96685
H -1.61883 1.65561 0.18087
H -1.24067 0.01302 -1.22106
H -2.56250 -1.64145 -1.18399
H -2.75625 -1.58385 0.55393

Atomic partial charges in e from the Löwdin method, atoms 1 to 5: -0.246, -0.125, -0.253, -0.078, -0.100


(4)
ORCA calculation (ωB97M-V/def2-TZVPD) on one molecule with the formula C6H14O in a non-equilibrium geometry.

## Properties
SMILES   CCCCCOC
LUMO   1.118 eV
Spin multiplicity   1
Gap between HOMO and LUMO   10.71 eV
Energy above the lowest of the compared OMol25 structures with the same formula, charge and spin   37.24 kcal per mole
Molecular weight   102.2 g/mol

Cartesian coordinates (Å):
C 0.80746 1.19383 0.62330
C 0.29967 0.50554 1.88806
C 0.22570 -1.01278 1.72681
C -0.60251 -1.43692 0.49452
C -0.20970 -0.88133 -0.90796
O -0.94119 0.34778 -1.30786
C -0.51745 0.98338 -2.51410
H 0.86668 2.27335 0.73061
H 0.08266 1.06596 -0.19383
H 1.80009 0.80821 0.34680
H 0.93236 0.75771 2.74809
H -0.70693 0.87736 2.11923
H 1.24116 -1.43631 1.67196
H -0.22041 -1.46014 2.63231
H -1.65294 -1.18820 0.66896
H -0.55905 -2.53651 0.43471
H 0.89411 -0.79148 -0.93629
H -0.50462 -1.59155 -1.67037
H 0.56020 1.21253 -2.51983
H -1.03853 1.94766 -2.64953
H -0.75674 0.36190 -3.38558

Atomic partial charges in e from the Löwdin method, atoms 1 to 5: -0.121, -0.255, -0.225, -0.164, -0.190


(5)
ORCA calculation (ωB97M-V/def2-TZVPD) on C18H18IN4O5W as an isolated structure.

## Properties
LUMO   -5.138 eV
Spin multiplicity   1
Gap between HOMO and LUMO   6.87 eV
Energy above the lowest of the compared OMol25 structures with the same formula, charge and spin   0.03 kcal per mole
Molecular weight   681.1 g/mol
Charge   +1

Cartesian coordinates (Å):
W -0.78422 0.79514 0.28890
N -1.52636 2.60882 -0.78695
C -2.60406 3.31082 -0.06456
C -2.32018 3.15132 1.41077
O -2.77665 3.84261 2.27445
N -1.44046 2.08431 1.64952
C -0.89128 1.99135 2.99193
C 0.45217 1.29264 2.87065
O 1.25438 1.15607 3.72837
O 0.63592 0.81923 1.59448
H -1.82584 2.33482 -1.72071
H -0.71256 3.21501 -0.89243
H -2.66216 4.36544 -0.32388
H -3.55396 2.83117 -0.30325
H -0.77366 2.97892 3.43670
H -1.52346 1.40256 3.65920
C 1.93079 2.39246 -3.02438
C 2.12570 0.92517 -2.79624
N 3.02396 0.28597 -3.52090
C 3.21530 -1.02329 -3.32726
C 2.52790 -1.78201 -2.40304
C 2.80798 -3.25771 -2.25344
O 3.11999 -3.62224 -0.91657
C 1.56522 -1.12227 -1.61832
C 0.81449 -1.83710 -0.60405
N -0.05654 -1.25240 0.12528
C -0.83721 -1.78496 1.17205
C -0.89259 -3.04102 1.74916
C -1.82414 -3.19308 2.76468
C -2.64308 -2.13408 3.16559
C -2.55746 -0.87939 2.57447
C -1.62504 -0.71663 1.56263
I -2.90391 -0.13101 -1.20784
C 1.36984 0.24025 -1.82833
O 0.46667 0.96152 -1.13142
H 2.64377 2.73172 -3.76996
H 2.08369 2.95659 -2.10247
H 0.92133 2.59954 -3.38675
H 3.96881 -1.48709 -3.95421
H 3.60186 -3.54457 -2.94568
H 1.92510 -3.83974 -2.52370
H 4.01830 -3.34348 -0.70954
H 1.02010 -2.89107 -0.44718
H -0.25788 -3.86035 1.43856
H -1.92427 -4.14986 3.25845
H -3.36186 -2.30140 3.95690
H -3.21444 -0.07872 2.89027

Atomic partial charges in e from the Löwdin method, atoms 1 to 5: 1.595, -0.144, -0.125, -0.471, 0.150


(6)
ORCA calculation (ωB97M-V/def2-TZVPD) on one molecule with the formula C6H10.

## Properties
LUMO (spin up / spin down)   0.254 / 0.551 eV
Spin multiplicity   1
Gap between HOMO and LUMO (spin up / spin down)   7.86 / 7.97 eV
Energy above the lowest of the compared OMol25 structures with the same formula, charge and spin   88.46 kcal per mole
Molecular weight   82.1 g/mol

Cartesian coordinates (Å):
C 0.10789 -1.71713 0.82780
C -0.54843 -0.88249 -0.26339
C -1.33854 0.25327 0.19443
C 0.58132 1.95023 0.19159
C 1.09345 1.02147 -0.68365
C 0.38760 -0.09149 -1.13995
H 0.80093 -2.45319 0.40701
H -0.65578 -2.24505 1.41197
H 0.67043 -1.06310 1.50325
H -1.13739 -1.52264 -0.93427
H -2.08639 0.68495 -0.46256
H -1.38006 0.53359 1.24089
H 1.24076 2.56504 0.80634
H -0.43349 2.30417 0.08241
H 2.12557 1.13048 -1.03363
H 0.57215 -0.46810 -2.14825

Atomic partial charges in e from the Löwdin method, atoms 1 to 5: -0.066, -0.487, 0.031, -0.005, -0.218


(7)
ORCA calculation (ωB97M-V/def2-TZVPD) on a 2-piece molecular cluster, C9H14FNO2 overall in a non-equilibrium geometry.

## Properties
LUMO (spin up / spin down)   -1.014 / -1.010 eV
Spin multiplicity   1
Gap between HOMO and LUMO (spin up / spin down)   7.74 / 7.75 eV
Energy above the lowest of the compared OMol25 structures with the same formula, charge and spin   49.75 kcal per mole
Molecular weight   187.2 g/mol

Cartesian coordinates (Å):
C 0.92351 -2.11722 0.07632
C -1.02771 -0.68368 -0.02931
C 2.06071 2.01376 -1.24826
C -3.84987 -0.41759 -0.93385
C 2.44831 -0.24036 1.74856
C 1.96777 0.51482 -0.66305
C -3.13800 0.25061 0.24947
C 1.54539 0.44859 0.84178
C -0.07166 -1.37399 0.73160
N 1.74472 -2.66750 -0.49811
O -0.97148 -0.33653 -1.18823
O -2.17116 -0.61380 0.78539
F -0.41372 -1.69864 1.98510
H 1.20938 2.62711 -0.93608
H 1.99982 1.97331 -2.29035
H 2.86647 2.57680 -0.79657
H -3.09925 -0.38718 -1.72391
H -4.11623 -1.47097 -0.60480
H -4.72301 0.00005 -1.24826
H 1.85897 -0.86656 2.52191
H 3.08886 -1.00838 1.26046
H 3.14220 0.53460 2.25368
H 1.48323 0.09370 -1.52642
H 2.92778 0.08363 -0.71346
H -3.88456 0.39704 0.94007
H -2.63475 1.16281 -0.16141
H 0.83427 1.20558 1.16772

Atomic partial charges in e from the Löwdin method, atoms 1 to 5: -0.203, -0.447, -0.066, -0.057, -0.118


(8)
ORCA calculation (ωB97M-V/def2-TZVPD) on a 5-piece molecular cluster, C29H30F5OP overall in a non-equilibrium geometry.

## Properties
SMILES   C#CC[PH2](O)C(F)(F)C(F)(F)F.c1ccccc1.c1ccccc1.c1ccccc1.c1ccccc1
LUMO   0.346 eV
Spin multiplicity   1
Gap between HOMO and LUMO   9.54 eV
Molecular weight   520.5 g/mol

Cartesian coordinates (Å):
C 1.69676 1.90531 -2.81838
C 0.98893 3.00563 -3.00754
C 0.18690 4.41878 -3.17418
P -1.13729 4.69113 -1.84067
O -0.20238 6.05620 -1.23674
C -2.28991 3.31316 -2.49750
F -3.64615 3.87535 -2.49316
F -2.04440 2.89590 -3.85063
C -2.36603 1.98803 -1.58996
F -3.50705 1.22294 -2.08284
F -1.23306 1.11042 -1.78451
F -2.64102 2.22607 -0.20250
H 2.36917 1.10934 -2.31203
H 1.00305 5.22886 -2.98261
H -0.17298 4.59660 -4.25351
H -0.93139 4.05965 -0.57075
H -2.18488 5.63681 -2.14329
H -0.66759 6.46906 -0.46689
C 2.48908 -2.78159 -1.75721
C 1.50093 -1.81348 -1.91687
C 0.76446 -1.38405 -0.81751
C 1.02181 -1.91457 0.44406
C 2.01239 -2.87967 0.60387
C 2.74310 -3.31653 -0.49703
H 3.06167 -3.11952 -2.61522
H 1.30523 -1.39484 -2.89954
H -0.00976 -0.63490 -0.94265
H 0.45018 -1.57540 1.30228
H 2.21426 -3.29225 1.58779
H 3.51147 -4.07268 -0.37335
C 7.87786 -1.34141 -0.20388
C 6.56116 -1.18570 0.22035
C 5.52913 -1.14044 -0.71268
C 5.81320 -1.26079 -2.07052
C 7.12952 -1.42020 -2.49450
C 8.16248 -1.45625 -1.56199
H 8.68265 -1.37328 0.52372
H 6.33912 -1.09873 1.27948
H 4.50334 -1.01243 -0.38212
H 5.00805 -1.23040 -2.79789
H 7.35061 -1.51564 -3.55317
H 9.18896 -1.57503 -1.89316
C 0.14654 -4.01367 5.83026
C -1.10872 -3.41250 5.80604
C -1.28976 -2.20373 5.13989
C -0.21669 -1.60057 4.48911
C 1.03779 -2.20368 4.51021
C 1.22087 -3.40786 5.18419
H 0.28804 -4.95446 6.35263
H -1.94680 -3.88625 6.30766
H -2.26696 -1.73198 5.12683
H -0.35877 -0.66042 3.96549
H 1.87411 -1.73395 4.00123
H 2.20011 -3.87496 5.20506
C -6.99517 -0.06456 0.58842
C -8.24640 0.54486 0.55814
C -8.41816 1.75034 -0.11641
C -7.33982 2.34186 -0.76951
C -6.08939 1.73047 -0.74237
C -5.91563 0.52972 -0.06000
H -6.86083 -1.00283 1.11737
H -9.08852 0.08011 1.06158
H -9.39221 2.22860 -0.13424
H -7.47465 3.27934 -1.29968
H -5.25093 2.19036 -1.25204
H -4.93959 0.05628 -0.03441

Atomic partial charges in e from the Löwdin method, atoms 1 to 5: 0.065, -0.126, -0.258, 0.864, -0.401